(1)
15
Properties=species:S:1:pos:R:3 method="wB97M-V/def2-TZVPD" spin_multiplicity=3 s_squared=2.016 homo_energy_ha="-0.18524 / -0.34335"
C -0.649 -0.216 -0.026
C 1.474 0.611 0.639
C -1.781 -1.089 0.397
C -0.835 0.583 -1.276
N 0.401 -0.205 0.681
N 2.681 0.005 0.578
S 1.355 2.251 0.811
H -1.955 -1.861 -0.350
H -1.567 -1.555 1.354
H -2.689 -0.494 0.478
H -1.386 1.489 -1.021
H 0.123 0.886 -1.693
H -1.409 0.028 -2.014
H 2.745 -0.996 0.659
H 3.493 0.563 0.782

***

(2)
145
Properties=species:S:1:pos:R:3 method="wB97M-V/def2-TZVPD" spin_multiplicity=1 homo_energy_ha=-0.28531
Hf 4.135 0.985 0.507
C 5.489 3.956 3.561
C 5.277 3.230 2.423
C 5.674 3.717 1.041
O 5.377 2.844 0.149
C 6.083 5.001 0.892
C 6.268 5.835 2.049
C 6.005 5.282 3.440
O 6.326 5.939 4.411
O 6.404 7.033 1.885
O 4.697 2.068 2.404
H 5.368 3.504 4.534
H 6.190 5.375 -0.117
C -0.009 0.194 2.196
C 1.065 0.565 1.407
C 1.132 0.166 -0.047
O 2.257 0.281 -0.619
C 0.004 -0.208 -0.714
C -1.186 -0.406 0.023
C -1.207 -0.202 1.534
O -2.208 -0.455 2.208
O -2.181 -0.780 -0.606
O 2.139 1.139 1.780
H 0.075 0.411 3.251
H -0.017 -0.308 -1.786
C 1.377 4.590 -0.977
C 2.190 4.033 0.163
O 2.772 2.955 0.030
N 2.268 4.708 1.313
C 1.733 6.022 1.672
H 1.137 5.642 -0.855
H 0.511 3.933 -1.048
H 1.955 4.540 -1.898
H 2.881 4.308 2.011
H 2.245 6.334 2.576
H 0.669 5.967 1.910
H 1.874 6.717 0.849
C 2.846 -2.545 2.849
C 3.500 -1.230 3.089
O 3.926 -0.631 2.080
N 3.564 -0.813 4.336
C 3.863 0.517 4.802
H 3.332 -3.136 2.079
H 1.801 -2.407 2.548
H 2.708 -3.204 3.713
H 3.208 -1.468 5.013
H 3.269 0.719 5.698
H 3.507 1.267 4.107
H 4.895 0.731 5.071
C 3.822 -3.274 -0.723
C 4.734 -2.131 -1.087
O 4.568 -1.023 -0.542
N 5.674 -2.357 -1.985
C 6.674 -1.394 -2.457
H 4.377 -4.124 -0.336
H 3.322 -3.543 -1.665
H 2.966 -2.972 -0.129
H 5.667 -3.229 -2.489
H 6.162 -0.886 -3.287
H 7.562 -1.852 -2.872
H 6.827 -0.600 -1.732
C 3.165 0.307 -3.448
C 4.232 1.223 -2.965
O 4.481 1.357 -1.748
N 4.810 2.062 -3.805
C 5.784 3.064 -3.413
H 3.602 -0.550 -3.976
H 2.663 0.738 -4.326
H 2.344 0.100 -2.782
H 4.435 2.219 -4.726
H 6.218 3.516 -4.307
H 6.623 2.602 -2.899
H 5.359 3.908 -2.872
C -3.628 -3.803 0.003
C -3.401 -4.505 1.310
O -3.175 -5.699 1.406
N -3.438 -3.645 2.355
C -3.328 -4.066 3.739
H -3.477 -4.476 -0.842
H -2.932 -2.966 -0.092
H -4.648 -3.451 -0.158
H -3.458 -2.655 2.163
H -4.296 -4.081 4.243
H -2.735 -3.283 4.215
H -2.837 -5.034 3.751
C -7.069 -4.346 5.673
C -6.874 -3.329 6.793
O -5.589 -2.725 6.810
C -5.288 -1.777 5.923
O -6.039 -1.394 5.066
O -4.045 -1.410 6.196
C -3.258 -0.714 5.261
H -6.849 -5.344 6.067
H -6.444 -4.143 4.809
H -8.111 -4.475 5.376
H -6.977 -3.779 7.775
H -7.634 -2.554 6.661
H -3.425 0.359 5.185
H -3.430 -1.038 4.227
H -2.208 -0.972 5.374
C -2.522 2.770 -5.430
C -2.666 2.744 -3.907
C -1.446 2.128 -3.243
S -0.140 2.049 -4.527
O 0.039 0.695 -4.992
O 1.051 2.819 -4.230
C -1.064 3.053 -5.712
H -3.172 3.477 -5.937
H -2.765 1.758 -5.774
H -3.600 2.246 -3.635
H -2.886 3.749 -3.530
H -1.655 1.096 -2.952
H -0.992 2.563 -2.356
H -0.661 3.130 -6.718
H -0.844 4.051 -5.306
C -5.642 -0.694 0.510
C -6.622 0.159 1.287
C -7.747 0.463 0.282
S -7.038 0.404 -1.390
O -6.954 1.756 -1.903
O -7.671 -0.647 -2.144
C -5.366 -0.016 -0.815
H -6.030 -1.684 0.237
H -4.714 -0.950 1.027
H -6.186 1.129 1.540
H -7.028 -0.291 2.188
H -8.305 1.392 0.381
H -8.492 -0.334 0.353
H -4.976 0.993 -0.662
H -4.779 -0.481 -1.600
C -0.618 -2.666 -3.394
C -1.701 -3.129 -4.355
C -1.012 -3.424 -5.676
S 0.728 -3.872 -5.306
O 1.579 -2.830 -5.819
O 1.062 -5.260 -5.508
C 0.546 -3.642 -3.523
H -0.964 -2.642 -2.359
H -0.227 -1.667 -3.602
H -2.489 -2.386 -4.456
H -2.130 -4.054 -3.962
H -0.914 -2.546 -6.322
H -1.426 -4.144 -6.383
H 1.493 -3.314 -3.095
H 0.283 -4.525 -2.936

***

(3)
26
Properties=species:S:1:pos:R:3 method="wB97M-V/def2-TZVPD" total_charge=+1 spin_multiplicity=3 s_squared=2.011 homo_energy_ha="-0.35856 / -0.47665"
C -2.548 -1.936 1.934
C -2.979 -1.621 0.597
C -1.343 -1.492 2.402
C -2.100 -0.982 -0.281
C -0.544 -0.640 1.594
C -0.927 -0.492 0.304
C -0.005 2.589 -0.597
C 1.219 2.177 0.250
C 0.169 0.439 -0.757
N -0.468 1.562 -1.218
N 1.349 0.695 0.032
N 0.318 -0.557 -1.902
N 2.508 0.187 -0.600
H -3.157 -2.529 2.670
H -3.902 -1.815 0.279
H -1.159 -1.661 3.538
H -2.406 -0.784 -1.222
H 0.301 -0.269 2.108
H -0.240 3.595 -0.576
H 2.080 2.733 0.118
H 1.192 2.327 1.309
H 1.336 -0.689 -2.179
H -0.165 -1.427 -1.792
H 3.322 0.124 -0.011
H 2.890 0.699 -1.399
H -0.145 -0.142 -2.774

***

(4)
26
Properties=species:S:1:pos:R:3 method="wB97M-V/def2-TZVPD" total_charge=+2 spin_multiplicity=1 homo_energy_ha=-0.62648
C -1.588 -0.025 -0.264
C 0.679 1.138 -0.345
C -1.192 -1.114 -1.289
C -0.357 -2.062 -1.083
C 2.635 2.765 -0.128
C -0.882 -3.390 1.537
N -0.735 1.052 -0.144
N 1.321 0.164 -0.908
N -2.883 0.123 0.118
N 1.227 2.280 0.016
O -0.387 -0.836 1.308
S 0.232 -2.094 0.882
Cl 0.161 -3.256 -2.147
H -1.759 -1.039 -2.133
H 0.865 -0.622 -1.341
H 2.661 3.733 0.436
H 2.962 3.063 -1.194
H 3.249 1.899 0.401
H -1.696 -3.462 0.829
H -1.295 -3.118 2.538
H -0.165 -4.205 1.785
H -1.128 1.882 0.322
H 2.306 -0.085 -0.733
H -3.485 -0.667 0.040
H -3.178 0.653 0.966
H 0.619 2.835 0.609

***

Number 1: total energy -18090.114 eV. Number 2: total energy -132054.549 eV. Number 3: total energy -15490.089 eV. Number 4: total energy -37779.583 eV.